# 1
{"formula": "C37H57GaNO21", "method": "the ωB97M-V functional and the def2-TZVPD basis", "gap_ev": 5.348, "lumo_energy_ev": 1.2, "e_homo_ev": -4.1, "multiplicity": 1, "total_charge": -1, "elements": ["N", "C", "C", "Ga", "C", "C", "C", "C", "C", "C", "C", "H", "H", "H", "H", "H", "H", "H", "H", "H", "H", "H", "H", "H", "H", "H", "C", "C", "C", "O", "C", "O", "O", "H", "H", "H", "H", "H", "H", "C", "C", "C", "O", "C", "O", "O", "H", "H", "H", "H", "H", "H", "C", "C", "C", "O", "C", "O", "O", "H", "H", "H", "H", "H", "H", "C", "C", "C", "O", "C", "O", "O", "H", "H", "H", "H", "H", "H", "C", "C", "C", "O", "C", "O", "O", "H", "H", "H", "H", "H", "H", "C", "C", "C", "O", "C", "O", "O", "H", "H", "H", "H", "H", "H", "C", "C", "C", "O", "C", "O", "O", "H", "H", "H", "H", "H", "H"], "positions_angstrom": [[4.786, -4.027, -1.761], [3.868, -2.829, -2.088], [4.328, -2.327, -3.592], [4.743, -0.299, -3.725], [3.271, 0.938, -2.955], [1.910, 0.041, -2.704], [1.323, -0.795, -4.018], [0.001, -1.769, -3.921], [-0.724, -1.876, -2.436], [-0.166, -1.008, -1.121], [1.164, -0.028, -1.221], [5.744, -3.576, -1.718], [4.724, -4.642, -2.626], [2.746, -3.215, -2.063], [3.991, -1.972, -1.274], [3.462, -2.689, -4.330], [5.323, -2.888, -3.935], [5.102, 0.120, -5.231], [6.064, -0.043, -2.809], [3.646, 1.383, -1.913], [3.085, 1.894, -3.640], [1.894, -0.714, -5.045], [-0.333, -2.355, -4.879], [-1.660, -2.612, -2.367], [-0.763, -1.117, -0.096], [1.558, 0.556, -0.287], [-6.874, -1.980, -2.375], [-5.808, -2.838, -1.724], [-6.047, -3.099, -0.267], [-4.736, -3.333, 0.217], [-3.893, -2.635, -0.606], [-2.709, -2.454, -0.386], [-4.559, -2.167, -1.705], [-6.555, -1.669, -3.375], [-7.819, -2.523, -2.458], [-7.047, -1.062, -1.803], [-5.680, -3.770, -2.287], [-6.684, -3.972, -0.096], [-6.465, -2.240, 0.270], [1.481, 4.142, -1.114], [1.010, 4.524, 0.274], [0.858, 3.360, 1.204], [-0.112, 3.831, 2.123], [-0.872, 4.745, 1.443], [-1.913, 5.222, 1.859], [-0.307, 5.049, 0.236], [1.394, 4.995, -1.796], [2.522, 3.807, -1.098], [0.863, 3.341, -1.536], [1.667, 5.296, 0.694], [1.790, 3.110, 1.720], [0.465, 2.459, 0.719], [3.756, -6.179, 0.579], [4.273, -7.175, 1.597], [3.592, -7.088, 2.929], [4.581, -7.598, 3.807], [5.789, -7.334, 3.220], [6.867, -7.465, 3.771], [5.623, -6.901, 1.933], [4.407, -6.161, -0.302], [2.740, -6.433, 0.262], [3.751, -5.162, 0.985], [4.229, -8.191, 1.185], [2.683, -7.694, 2.976], [3.356, -6.063, 3.234], [-4.229, 0.715, 2.635], [-2.837, 0.161, 2.860], [-2.257, 0.504, 4.198], [-0.864, 0.451, 3.947], [-0.702, 0.747, 2.619], [0.371, 0.973, 2.089], [-1.906, 0.756, 1.971], [-4.523, 0.597, 1.587], [-4.962, 0.205, 3.268], [-4.269, 1.788, 2.851], [-2.829, -0.921, 2.679], [-2.538, -0.215, 4.974], [-2.508, 1.514, 4.540], [7.100, 2.692, -8.915], [6.732, 3.558, -7.727], [7.866, 3.794, -6.776], [7.189, 4.041, -5.556], [5.998, 3.369, -5.634], [5.237, 3.204, -4.697], [5.780, 2.908, -6.902], [6.201, 2.402, -9.469], [7.777, 3.221, -9.593], [7.583, 1.763, -8.595], [6.290, 4.501, -8.072], [8.480, 4.653, -7.059], [8.513, 2.920, -6.640], [-9.758, -2.402, 4.237], [-9.770, -1.455, 3.054], [-10.767, -1.820, 1.996], [-10.196, -1.245, 0.833], [-8.843, -1.214, 1.044], [-8.018, -0.955, 0.187], [-8.544, -1.516, 2.343], [-8.895, -2.199, 4.880], [-10.672, -2.303, 4.829], [-9.665, -3.444, 3.910], [-9.906, -0.423, 3.400], [-11.757, -1.399, 2.190], [-10.861, -2.900, 1.836], [0.636, 4.841, 4.840], [0.502, 6.043, 5.753], [1.772, 6.821, 5.920], [1.589, 7.430, 7.186], [0.756, 6.605, 7.893], [0.524, 6.714, 9.083], [0.222, 5.640, 7.084], [-0.259, 4.212, 4.903], [0.778, 5.151, 3.801], [1.482, 4.211, 5.135], [-0.323, 6.682, 5.415], [1.906, 7.578, 5.142], [2.669, 6.192, 5.967]], "atomic_forces_ev_per_a": [[-0.05, 0.95, -0.33], [0.25, -0.14, -0.90], [-1.23, -1.15, -0.28], [0.30, -0.22, 0.10], [-2.02, 0.67, 1.37], [-1.99, -0.73, 0.07], [-2.21, -0.77, 3.20], [2.42, 2.89, 4.01], [2.69, 1.81, -1.04], [1.66, 0.13, -3.09], [-2.04, -2.95, -4.09], [-1.38, -1.09, -0.42], [0.50, 1.22, 1.38], [2.30, 0.99, -0.08], [-0.16, -1.95, -1.63], [1.87, 0.75, 1.34], [-2.06, 1.00, 0.88], [-0.08, -0.04, -0.22], [-0.02, -0.06, 0.07], [-0.96, -1.04, -2.04], [0.12, -2.21, 1.29], [-1.16, -0.08, 2.40], [0.55, 1.19, 2.22], [2.44, 2.03, 0.08], [1.51, 0.26, -2.60], [-0.80, -1.32, -2.07], [0.21, 0.52, -0.29], [-1.21, 0.29, -0.73], [-0.70, -0.27, 0.48], [0.99, 0.27, -0.36], [2.33, 0.45, 0.41], [-2.94, -0.51, -0.09], [0.82, -0.33, 0.89], [-0.04, -0.26, 0.07], [0.13, 0.02, 0.05], [0.07, -0.36, -0.11], [0.02, -0.02, 0.12], [0.22, 0.00, 0.05], [0.19, -0.24, -0.37], [-0.24, 0.13, -0.26], [1.11, -0.36, -1.03], [0.92, -0.44, -0.45], [-1.16, 0.89, -0.24], [-1.50, 0.57, 0.35], [1.91, -0.87, -0.62], [-1.04, 0.05, 1.26], [0.15, -0.05, 0.16], [-0.15, 0.02, 0.01], [0.13, 0.00, 0.18], [-0.03, -0.01, 0.07], [-0.29, 0.00, 0.04], [0.25, 0.49, -0.15], [0.36, 0.04, -0.11], [-1.03, 0.63, -1.15], [-0.83, -0.15, 0.09], [1.09, -0.01, 0.00], [2.00, -0.10, 0.76], [-2.24, 0.23, -1.05], [0.52, -0.45, 1.34], [-0.24, 0.07, 0.15], [0.11, -0.04, 0.06], [0.03, -0.19, -0.08], [-0.03, -0.01, 0.15], [0.22, 0.01, 0.13], [0.04, -0.03, -0.24], [-0.06, 0.24, -0.36], [-1.41, -0.03, -0.05], [-0.30, -0.23, 0.77], [0.49, 0.22, -0.91], [1.82, 0.37, -1.03], [-2.37, -1.09, 1.54], [1.32, 0.08, 0.38], [0.02, -0.13, 0.19], [0.13, -0.02, -0.07], [0.11, -0.14, 0.04], [0.07, 0.05, 0.07], [0.23, 0.08, -0.10], [-0.13, -0.06, -0.16], [-0.23, -0.34, -0.09], [0.27, -0.46, -1.12], [0.71, 0.43, -0.03], [-0.62, -0.24, 0.10], [-2.05, -0.74, 2.35], [1.89, 0.67, -2.30], [0.09, 0.41, 0.87], [0.14, 0.17, 0.04], [-0.09, 0.02, 0.10], [-0.05, 0.19, 0.07], [0.11, 0.04, 0.07], [-0.11, -0.05, 0.20], [-0.13, -0.02, -0.20], [0.37, -0.16, 0.11], [-0.40, -0.51, 1.34], [-0.90, -0.01, 0.12], [1.17, 0.15, -0.20], [1.29, 0.53, -1.44], [-2.11, -0.26, 2.02], [0.09, 0.30, -1.31], [-0.22, 0.08, -0.05], [0.11, 0.06, -0.11], [-0.07, 0.17, -0.06], [-0.06, -0.06, -0.12], [0.18, 0.01, -0.20], [0.09, 0.05, 0.20], [-0.09, -0.19, 0.24], [0.00, -0.83, -1.34], [0.41, 0.41, -0.68], [-0.58, -0.36, 0.87], [-0.47, 0.10, 2.20], [0.52, -0.19, -2.48], [0.36, 0.81, 1.10], [0.10, 0.24, -0.20], [-0.10, -0.02, 0.30], [-0.03, 0.17, 0.02], [0.12, 0.04, 0.02], [-0.01, -0.01, 0.26], [-0.18, -0.10, -0.10]]}



# 2
{"formula": "C40H40Br2LaN8O2", "method": "the ωB97M-V functional and the def2-TZVPD basis", "gap_ev": 6.956, "lumo_energy_ev": -3.2, "e_homo_ev": -10.2, "multiplicity": 1, "total_charge": 1, "elements": ["La", "C", "C", "C", "C", "C", "C", "C", "Br", "C", "O", "C", "C", "C", "C", "C", "C", "H", "H", "H", "H", "H", "H", "H", "H", "H", "H", "H", "H", "H", "H", "H", "H", "H", "H", "H", "H", "Br", "C", "C", "C", "C", "C", "C", "N", "N", "C", "C", "C", "C", "O", "C", "N", "C", "C", "C", "C", "H", "H", "H", "H", "H", "H", "H", "H", "H", "C", "C", "N", "C", "C", "N", "C", "N", "N", "N", "C", "C", "C", "C", "C", "C", "H", "H", "H", "H", "H", "H", "H", "H", "H", "H", "H"], "positions_angstrom": [[17.410, 13.286, 10.702], [24.912, 10.450, 12.128], [23.805, 9.395, 12.045], [24.293, 8.253, 11.052], [23.628, 8.748, 13.411], [22.425, 9.921, 11.613], [22.194, 11.268, 11.327], [20.876, 11.577, 11.069], [20.553, 13.454, 10.628], [19.771, 10.732, 11.054], [18.551, 11.232, 10.922], [20.030, 9.373, 11.210], [21.324, 9.053, 11.555], [18.979, 8.327, 10.922], [19.586, 6.926, 10.837], [17.845, 8.385, 11.944], [18.601, 8.569, 9.440], [25.882, 9.973, 12.313], [24.773, 11.121, 12.972], [24.983, 10.986, 11.134], [25.284, 7.837, 11.296], [24.416, 8.702, 10.073], [23.665, 7.343, 11.067], [24.639, 8.606, 13.854], [23.138, 7.753, 13.369], [23.065, 9.398, 14.040], [23.000, 12.002, 11.409], [21.477, 7.985, 11.715], [19.778, 6.531, 11.796], [20.462, 6.914, 10.238], [18.781, 6.295, 10.414], [17.489, 9.448, 12.171], [18.007, 7.806, 12.889], [16.970, 7.908, 11.519], [19.546, 8.521, 8.862], [18.128, 9.548, 9.162], [17.865, 7.775, 9.132], [12.340, 16.703, 6.209], [12.711, 17.892, 7.669], [12.296, 17.791, 8.968], [12.942, 18.590, 9.918], [13.911, 19.599, 9.547], [14.100, 19.838, 8.212], [13.510, 18.955, 7.298], [14.547, 20.494, 10.543], [15.657, 20.190, 10.945], [16.199, 18.885, 10.475], [16.918, 18.738, 9.348], [17.328, 17.470, 8.905], [17.134, 16.305, 9.642], [17.529, 15.117, 9.241], [16.627, 16.505, 10.992], [16.494, 15.414, 11.822], [16.040, 15.613, 13.035], [15.524, 16.834, 13.559], [15.545, 17.853, 12.680], [16.120, 17.779, 11.348], [11.640, 16.978, 9.316], [12.641, 18.577, 10.972], [14.752, 20.609, 7.898], [13.769, 19.090, 6.245], [17.114, 19.620, 8.741], [17.897, 17.382, 8.002], [15.934, 14.718, 13.646], [15.108, 16.904, 14.555], [15.214, 18.848, 12.974], [13.827, 14.334, 10.045], [13.960, 12.926, 9.685], [15.077, 12.237, 9.941], [14.747, 10.950, 9.658], [13.467, 10.841, 9.230], [12.974, 12.116, 9.229], [11.631, 12.481, 8.788], [10.625, 12.202, 9.753], [10.229, 10.954, 10.036], [9.401, 10.973, 11.014], [9.202, 12.284, 11.358], [8.430, 12.874, 12.348], [8.343, 14.241, 12.384], [9.210, 15.022, 11.600], [10.024, 14.487, 10.678], [10.001, 13.094, 10.548], [12.837, 14.697, 9.993], [14.366, 15.137, 9.484], [14.051, 14.428, 11.146], [15.504, 10.189, 9.905], [12.901, 9.987, 8.983], [11.493, 11.881, 7.916], [11.626, 13.637, 8.543], [7.986, 12.234, 13.126], [7.714, 14.680, 13.128], [9.275, 16.093, 11.745], [10.767, 15.073, 10.086]], "atomic_forces_ev_per_a": [[0.47, -1.04, -0.89], [-0.04, 0.17, -1.21], [0.16, -1.65, -0.62], [0.14, 0.30, 0.60], [1.12, -0.95, 0.17], [0.38, 0.26, 0.06], [0.15, -1.00, 0.47], [0.18, 1.25, -0.20], [-0.26, -0.22, 0.17], [-0.18, 0.80, 0.03], [-0.92, 1.19, -0.31], [0.63, 0.21, 0.42], [0.64, -1.10, -0.25], [0.60, 0.45, -0.41], [-2.01, 0.03, 0.08], [-1.17, 0.72, 0.44], [-1.31, 0.36, -0.65], [-0.25, -0.10, -0.17], [-0.25, 0.40, -0.16], [0.05, -0.26, 1.23], [-0.15, 0.54, 0.38], [-0.31, -0.27, -0.43], [-0.21, 0.74, -0.31], [-0.66, -0.06, -0.10], [0.18, 0.63, -0.02], [-0.46, 0.43, 0.75], [-0.49, -0.16, -0.27], [0.38, 0.36, 0.12], [0.52, -0.49, 1.23], [0.64, -0.20, -0.66], [0.64, 0.02, 0.00], [0.81, -1.42, -0.16], [0.38, 0.74, -0.70], [-0.35, -0.26, -0.26], [-0.67, -0.27, 0.07], [0.43, -0.71, 0.66], [0.87, 0.64, 0.00], [-0.41, -0.06, 0.76], [0.40, 0.63, -1.45], [0.51, -0.95, 1.51], [0.68, 1.78, 0.27], [-1.83, -0.97, 1.01], [-0.68, -1.27, -0.09], [0.96, 0.75, -0.63], [-1.32, -0.40, -1.06], [1.16, -1.29, 0.13], [-0.18, 0.37, 1.63], [0.14, 0.22, -1.22], [0.21, -0.42, 0.43], [0.35, 1.02, 0.96], [-0.18, -0.81, 0.53], [-0.66, 0.35, -1.58], [0.55, 0.81, 0.16], [-1.04, -0.46, 1.07], [0.58, -1.31, -0.92], [0.45, 2.06, -1.21], [-0.56, -0.75, 1.79], [0.14, 0.63, -0.29], [0.15, -0.33, -0.39], [0.46, 0.70, -0.46], [-0.17, -0.11, 0.33], [0.03, -0.27, -0.03], [0.04, -0.03, -0.49], [0.21, 0.04, 0.09], [0.14, -0.04, -0.07], [-0.20, -0.21, 0.06], [0.56, 1.73, 1.20], [0.52, 0.04, -0.18], [-0.92, 0.95, -0.08], [1.31, -1.82, 0.53], [0.97, 0.04, 0.23], [0.48, 0.78, 0.53], [0.62, 2.10, -0.26], [0.28, 0.65, -0.40], [0.11, -0.91, 0.22], [0.23, -0.03, -0.48], [0.49, 0.63, -0.06], [-0.72, -0.70, 0.87], [0.57, -0.49, 0.44], [-0.80, 1.25, 0.52], [2.05, -0.55, -1.61], [-0.69, 0.01, 0.52], [-1.35, 0.06, -0.14], [0.24, -1.07, 0.23], [0.06, 0.06, -1.08], [-0.74, 0.14, -0.53], [-0.59, -0.59, -0.29], [-0.52, -0.08, -0.75], [-0.12, -2.54, 0.32], [-0.22, 0.43, -0.64], [-0.16, 0.41, 0.27], [-0.33, 0.02, 0.08], [-0.94, -0.29, 0.58]]}



# 3
{"formula": "C4H8FNO", "method": "the ωB97M-V functional and the def2-TZVPD basis", "smiles": "N[C@H]1[C@H](O)C[C@H]1F", "gap_ev": 10.460, "lumo_energy_ev": 1.0, "e_homo_ev": -9.4, "multiplicity": 1, "elements": ["C", "C", "C", "C", "H", "H", "H", "H", "H", "H", "H", "H", "N", "O", "F"], "positions_angstrom": [[0.726, -0.412, -0.170], [0.124, 1.058, -0.214], [-0.844, 0.728, 0.949], [-0.447, -0.801, 0.735], [-0.158, -1.324, -1.636], [1.342, -1.914, -1.268], [1.648, -0.441, 0.339], [-0.404, 1.365, -1.192], [1.486, 2.509, -0.394], [-1.934, 0.992, 0.900], [-0.371, 1.099, 1.879], [-0.181, -1.419, 1.593], [0.844, -1.099, -1.456], [1.054, 2.040, 0.302], [-1.458, -1.438, -0.028]], "atomic_forces_ev_per_a": [[-1.71, 1.31, -1.53], [0.33, 0.65, -0.01], [0.38, -1.42, 0.03], [-1.04, 0.73, 0.28], [1.26, -0.35, -0.50], [0.77, -1.92, -0.09], [1.07, 0.25, 0.73], [1.08, -0.49, 1.36], [0.41, 0.33, -0.85], [1.13, -0.32, -0.05], [-0.45, -0.12, -0.41], [-0.49, -0.10, 0.01], [-2.24, 1.91, 0.53], [-1.02, -0.59, -0.03], [0.52, 0.12, 0.52]]}